No. 1
Here is 2 unconnected molecules or ions with the total composition CH5BrN from the OMol25 dataset. Energies are from the ωB97M-V functional and the def2-TZVPD basis.

XYZ file:
```
8
CH5BrN (the ωB97M-V functional and the def2-TZVPD basis)
C -0.416 0.463 -0.244
N 0.561 -0.614 -0.080
Br -2.353 -0.011 0.132
H 0.128 1.529 1.309
H -0.504 1.229 -0.967
H 0.587 -1.333 -0.784
H 1.600 -0.197 -0.171
H 0.397 -1.065 0.806
```

## Properties
Electronic energy (a.u.): -2669.4370
LUMO level (alpha / beta) (hartree): -0.20964 / -0.20988
Spin multiplicity: 1
Net charge: +1
ΔE to the lowest compared entry with this formula, charge and spin (kcal per mole): 88.8

No. 2
Here is 15 unconnected molecules or ions with the total composition C40H110O35S15 from the OMol25 dataset. Energies are from the ωB97M-V functional and the def2-TZVPD basis.

XYZ file:
```
200
C40H110O35S15 (the ωB97M-V functional and the def2-TZVPD basis)
O 0.483 -2.409 -2.987
S 0.938 -3.739 -3.094
O 2.285 -4.089 -2.747
O -0.020 -4.638 -2.206
C -1.179 -4.086 -1.513
C -1.864 -5.220 -0.786
C 0.662 -4.525 -4.559
H -1.809 -3.555 -2.266
H -0.816 -3.313 -0.838
H -2.303 -5.871 -1.576
H -2.599 -4.793 -0.147
H -1.101 -5.696 -0.209
H 1.099 -3.962 -5.379
H -0.384 -4.608 -4.695
H 1.065 -5.492 -4.490
O 5.491 0.065 -7.684
S 4.636 0.841 -6.833
O 3.244 1.062 -7.167
O 4.637 0.024 -5.518
C 3.540 0.362 -4.556
C 3.421 -0.730 -3.541
C 5.316 2.379 -6.387
H 2.567 0.485 -5.058
H 3.786 1.363 -4.129
H 2.832 -1.558 -3.985
H 2.766 -0.406 -2.705
H 4.378 -1.113 -3.198
H 5.509 2.859 -7.342
H 6.286 2.058 -5.966
H 4.636 2.882 -5.707
O 4.164 -4.106 5.178
S 4.889 -4.769 4.118
O 4.245 -5.592 3.157
O 5.845 -3.719 3.347
C 5.819 -2.418 4.065
C 6.789 -1.498 3.350
C 6.059 -5.730 4.962
H 6.117 -2.571 5.102
H 4.746 -2.118 4.002
H 6.479 -1.294 2.296
H 7.782 -1.876 3.314
H 6.814 -0.556 3.764
H 6.685 -5.030 5.532
H 6.566 -6.385 4.288
H 5.549 -6.154 5.808
O -1.492 -0.022 4.930
S -2.234 -1.203 5.384
O -1.510 -2.445 5.652
O -3.017 -0.815 6.748
C -2.556 0.381 7.429
C -2.518 -0.066 8.921
C -3.477 -1.528 4.147
H -3.215 1.215 7.236
H -1.555 0.679 7.093
H -2.038 0.612 9.604
H -2.081 -0.990 8.947
H -3.511 -0.151 9.280
H -2.836 -1.916 3.343
H -4.093 -0.611 3.944
H -4.056 -2.369 4.626
O 1.836 3.064 -2.964
S 2.465 4.108 -3.722
O 3.867 4.045 -3.886
O 1.890 4.133 -5.188
C 0.532 3.648 -5.454
C -0.521 4.716 -5.520
C 1.810 5.601 -3.101
H 0.314 2.991 -4.589
H 0.651 3.137 -6.341
H -0.291 5.507 -6.237
H -0.759 5.251 -4.577
H -1.437 4.300 -5.937
H 2.085 5.840 -2.081
H 0.746 5.429 -3.100
H 1.997 6.426 -3.731
O -2.033 1.315 1.825
S -1.481 0.148 1.138
O -2.106 -1.113 1.265
O -1.269 0.572 -0.329
C -0.881 -0.264 -1.395
C -0.740 0.638 -2.583
C 0.174 -0.114 1.710
H -1.703 -0.994 -1.553
H -0.016 -0.876 -1.219
H -0.774 0.082 -3.484
H 0.106 1.323 -2.620
H -1.651 1.235 -2.547
H 0.732 0.813 1.946
H 0.669 -0.763 0.961
H 0.014 -0.629 2.618
O -0.994 0.175 -7.672
S 0.041 -0.567 -7.069
O 0.468 -0.177 -5.757
O -0.380 -2.106 -6.946
C -1.625 -2.357 -6.251
C -2.427 -3.500 -6.943
C 1.331 -0.894 -8.219
H -2.178 -1.445 -6.183
H -1.353 -2.632 -5.188
H -2.022 -4.541 -6.782
H -2.407 -3.359 -8.044
H -3.425 -3.545 -6.455
H 1.465 0.004 -8.848
H 0.940 -1.719 -8.850
H 2.195 -1.201 -7.615
O 1.031 -2.762 -0.007
S 1.993 -3.330 1.011
O 2.683 -2.430 1.905
O 1.237 -4.417 1.906
C 0.886 -3.938 3.251
C 0.112 -5.116 3.727
C 3.159 -4.456 0.235
H 0.263 -3.050 3.201
H 1.806 -3.690 3.718
H -0.109 -5.116 4.786
H 0.665 -5.974 3.565
H -0.763 -5.219 3.154
H 3.184 -5.309 0.941
H 4.108 -3.971 0.134
H 2.776 -4.729 -0.738
O -5.838 1.360 -2.108
S -5.696 2.663 -2.745
O -5.393 3.827 -1.977
O -4.667 2.419 -3.862
C -4.013 3.679 -4.383
C -3.901 3.494 -5.917
C -7.199 2.927 -3.656
H -3.035 3.723 -3.911
H -4.575 4.519 -4.051
H -3.333 4.277 -6.465
H -4.915 3.395 -6.371
H -3.348 2.531 -6.094
H -7.031 3.750 -4.334
H -8.019 3.039 -2.974
H -7.401 2.135 -4.380
O 1.556 1.274 4.998
S 0.775 2.449 5.368
O 0.156 2.478 6.676
O 1.869 3.617 5.252
C 1.808 4.916 5.830
C 1.489 4.997 7.303
C -0.433 2.964 4.163
H 1.001 5.485 5.341
H 2.735 5.352 5.410
H 1.836 5.973 7.664
H 1.945 4.165 7.843
H 0.440 4.885 7.340
H -1.058 2.104 4.036
H 0.076 3.230 3.239
H -1.022 3.798 4.597
C 4.220 2.470 -0.184
S 3.831 1.966 1.520
O 2.547 2.680 1.823
C 3.442 0.269 1.200
H 3.262 2.439 -0.695
H 4.938 1.751 -0.609
H 4.694 3.452 -0.119
H 2.598 0.246 0.517
H 3.145 -0.120 2.136
H 4.315 -0.224 0.759
C -2.448 4.482 0.272
S -1.521 3.977 -1.136
O -1.288 5.153 -2.065
C 0.017 3.589 -0.340
H -3.369 4.990 -0.053
H -1.960 5.148 0.945
H -2.576 3.540 0.798
H -0.253 3.068 0.591
H 0.451 4.503 0.037
H 0.773 3.102 -0.965
C 3.202 -2.172 8.060
S 1.885 -3.376 7.792
O 1.927 -4.338 8.908
C 0.600 -2.188 8.051
H 3.007 -1.365 7.366
H 4.186 -2.638 7.817
H 3.101 -1.832 9.128
H -0.248 -2.759 8.337
H 0.383 -1.612 7.150
H 0.754 -1.393 8.786
C -5.696 1.877 1.311
S -6.124 1.774 3.065
O -5.755 0.452 3.501
C -4.832 2.791 3.590
H -5.821 2.892 0.824
H -6.406 1.230 0.810
H -4.678 1.453 1.218
H -5.006 2.904 4.677
H -4.875 3.791 3.151
H -3.831 2.322 3.406
C -4.436 -2.456 -1.772
S -3.903 -1.330 -3.030
O -3.094 -2.213 -3.968
C -5.520 -1.393 -3.761
H -3.710 -2.673 -0.949
H -4.642 -3.337 -2.391
H -5.318 -1.956 -1.253
H -6.020 -2.400 -3.681
H -5.355 -1.050 -4.783
H -6.149 -0.636 -3.190
```

## Properties
Electronic energy (a.u.): -10195.9297
LUMO level (hartree): 0.00310
Spin multiplicity: 1
ΔE to the lowest compared entry with this formula, charge and spin (kcal per mole): 7.6

No. 3
Here is C5H8O in the gas phase from the OMol25 dataset. Energies are from the ωB97M-V functional and the def2-TZVPD basis.

XYZ file:
```
14
C5H8O (the ωB97M-V functional and the def2-TZVPD basis)
C -1.597 0.532 -0.064
C -1.131 -0.640 0.362
C 0.292 -0.919 0.801
C 1.269 0.217 0.627
C 1.615 0.683 -0.575
O 1.105 0.263 -1.761
H -2.631 0.653 -0.373
H -0.960 1.414 -0.097
H -1.802 -1.499 0.395
H 0.648 -1.793 0.233
H 0.277 -1.248 1.847
H 1.722 0.669 1.503
H 2.360 1.461 -0.718
H 0.267 -0.195 -1.591
```

## Properties
Electronic energy (a.u.): -270.5058
LUMO level (hartree): 0.03680
Spin multiplicity: 1
ΔE to the lowest compared entry with this formula, charge and spin (kcal per mole): 32.7
SMILES: C=CC/C=C\O

No. 4
Here is 9 unconnected molecules or ions with the total composition C18H36Br18 from the OMol25 dataset. Energies are from the ωB97M-V functional and the def2-TZVPD basis.

XYZ file:
```
72
C18H36Br18 (the ωB97M-V functional and the def2-TZVPD basis)
Br -3.990 -2.536 -6.246
C -2.677 -1.730 -5.110
C -1.323 -2.212 -5.415
Br -0.072 -1.229 -4.301
H -2.960 -1.914 -4.074
H -2.802 -0.661 -5.286
H -0.993 -1.958 -6.423
H -1.140 -3.259 -5.174
Br -3.351 -4.502 3.470
C -2.915 -3.561 1.730
C -3.026 -4.626 0.623
Br -2.773 -3.593 -1.105
H -1.952 -3.073 1.879
H -3.628 -2.777 1.476
H -4.077 -4.917 0.597
H -2.338 -5.471 0.631
Br 0.556 -5.315 -0.285
C 1.246 -3.903 -1.511
C 2.805 -3.766 -1.534
Br 3.355 -2.529 -2.922
H 0.849 -2.940 -1.192
H 0.744 -4.034 -2.470
H 3.201 -4.757 -1.756
H 3.238 -3.471 -0.578
Br -0.914 1.758 -1.628
C -0.144 0.068 -1.004
C -0.454 -0.079 0.462
Br 0.476 -1.774 1.125
H 0.933 0.136 -1.161
H -0.630 -0.775 -1.494
H -1.513 -0.284 0.619
H -0.085 0.715 1.111
Br -0.462 2.827 5.953
C -1.772 1.440 5.405
C -1.701 1.115 3.859
Br -3.249 -0.134 3.471
H -2.742 1.787 5.760
H -1.564 0.524 5.958
H -0.753 0.666 3.566
H -1.844 1.988 3.222
Br 4.234 0.755 3.839
C 2.798 0.012 4.971
C 2.413 -1.367 4.413
Br 0.617 -1.738 5.228
H 2.026 0.772 4.854
H 3.151 -0.090 5.997
H 3.128 -2.173 4.580
H 2.319 -1.367 3.327
Br 5.880 3.257 -5.498
C 5.178 2.343 -3.871
C 3.644 2.430 -4.155
Br 2.585 1.184 -3.011
H 5.503 2.878 -2.978
H 5.672 1.373 -3.822
H 3.382 2.205 -5.189
H 3.312 3.442 -3.922
Br -2.637 4.054 1.391
C -4.354 3.296 0.648
C -4.460 3.167 -0.880
Br -4.427 4.929 -1.779
H -5.277 3.742 1.020
H -4.424 2.256 0.964
H -5.389 2.623 -1.051
H -3.731 2.496 -1.333
Br 1.293 2.663 2.641
C 2.006 2.869 0.806
C 2.886 4.147 0.688
Br 3.216 4.582 -1.242
H 1.138 2.968 0.154
H 2.571 1.981 0.524
H 3.791 4.064 1.290
H 2.401 5.007 1.148
```

## Properties
Electronic energy (a.u.): -47039.6979
LUMO level (hartree): 0.00203
Spin multiplicity: 1
ΔE to the lowest compared entry with this formula, charge and spin (kcal per mole): 30.6
SMILES: BrCCBr.BrCCBr.BrCCBr.BrCCBr.BrCCBr.BrCCBr.BrCCBr.BrCCBr.BrCCBr